(1)
This record from the Open Molecules 2025 dataset describes a 2-piece molecular cluster, C33H39N6O4P overall. The level of theory is ωB97M-V/def2-TZVPD.

Geometry as ORCA input:
```
! RIJCOSX wB97M-V def2-TZVPD def2/J DEFGRID3
* xyz 0 1
N -4.055 3.539 -1.510
C -2.940 3.830 -1.719
C -1.607 4.237 -1.971
C -0.490 3.179 -1.992
C 0.638 3.685 -2.827
N 1.537 3.013 -3.609
O 1.770 1.855 -3.907
O 2.474 4.074 -4.012
N 2.144 5.281 -3.500
C 0.991 5.030 -2.771
C 0.103 5.975 -2.092
N 0.436 7.348 -1.798
O 1.593 7.787 -1.935
O -0.493 8.080 -1.367
C -1.195 5.541 -1.720
H -0.822 2.154 -2.184
H -1.825 6.237 -1.162
C -4.642 1.333 0.530
C -3.871 0.450 -0.462
C -4.607 0.458 -1.810
C -3.754 -1.002 0.065
C -4.959 -1.680 0.249
C -5.034 -2.949 0.827
C -3.855 -3.604 1.182
C -2.630 -2.989 0.931
C -1.347 -3.732 1.307
C -1.183 -4.952 0.410
C -1.252 -3.999 2.797
C -2.565 -1.697 0.391
N -1.229 -1.064 0.388
P 0.099 -1.753 -0.527
H -0.142 3.223 -0.981
N 1.147 -0.659 0.358
C 2.613 -0.781 0.300
C 3.464 0.333 0.093
C 3.021 1.816 -0.062
C 3.866 2.544 -1.119
C 3.176 2.607 1.241
C 4.836 0.082 0.113
C 5.365 -1.187 0.354
C 4.516 -2.253 0.628
C 3.139 -2.032 0.637
C 2.210 -3.141 1.128
C 2.362 -3.384 2.620
C 2.354 -4.372 0.247
C 0.569 -0.308 1.591
C -0.757 -0.538 1.605
H -4.086 1.447 1.465
H -4.821 2.337 0.128
H -5.619 0.889 0.755
H -2.862 0.856 -0.596
H -4.086 -0.160 -2.549
H -5.627 0.073 -1.695
H -4.686 1.470 -2.216
H -5.872 -1.188 -0.087
H -6.001 -3.426 0.970
H -3.888 -4.599 1.646
H -0.498 -3.053 1.112
H -1.033 -4.637 -0.630
H -0.326 -5.563 0.710
H -2.095 -5.563 0.439
H -1.219 -3.048 3.345
H -2.117 -4.570 3.150
H -0.332 -4.543 3.037
H 1.967 1.834 -0.373
H 3.831 2.025 -2.083
H 3.514 3.574 -1.276
H 4.915 2.604 -0.801
H 2.608 2.160 2.062
H 4.234 2.637 1.534
H 2.843 3.647 1.123
H 5.517 0.912 -0.062
H 6.437 -1.336 0.328
H 4.907 -3.252 0.848
H 1.162 -2.792 1.042
H 2.081 -2.476 3.173
H 1.700 -4.191 2.958
H 3.401 -3.630 2.873
H 2.084 -4.125 -0.787
H 3.397 -4.714 0.245
H 1.706 -5.190 0.582
H 1.169 0.212 2.326
H -1.475 -0.238 2.348
*
```

E_tot, eV: -61263.480
F_max, Eh/bohr: 0.0864
Orbital gap, eV: 3.67
Energy above the lowest of the compared OMol25 structures with the same formula, charge and spin, kJ/mol: 944.3
E_HOMO, Eh: -0.2352

---

(2)
This record from the Open Molecules 2025 dataset describes C33H39O3P2Re as an isolated structure. The level of theory is ωB97M-V/def2-TZVPD.

Geometry as ORCA input:
```
! RIJCOSX wB97M-V def2-TZVPD def2/J DEFGRID3
* xyz 3 2
Re -0.676 -0.405 -0.423
C 1.230 2.264 1.384
C 1.483 0.923 2.087
P 0.170 -0.341 1.877
C 0.927 -1.930 2.321
C 2.209 -1.990 2.865
C 2.759 -3.216 3.212
C 2.038 -4.386 3.024
C 0.746 -4.331 2.513
C 0.194 -3.114 2.161
C -1.096 -0.002 3.129
C -1.444 1.319 3.435
C -2.325 1.576 4.471
C -2.882 0.525 5.189
C -2.547 -0.788 4.882
C -1.670 -1.058 3.845
C 1.701 2.330 -0.066
P 1.056 1.071 -1.249
C 0.331 1.854 -2.695
C 0.123 1.056 -3.831
C -0.409 1.618 -4.977
C -0.753 2.966 -4.994
C -0.570 3.753 -3.864
C -0.046 3.201 -2.707
C 2.499 0.100 -1.755
C 3.145 0.421 -2.952
C 4.308 -0.251 -3.300
C 4.831 -1.225 -2.462
C 4.194 -1.536 -1.267
C 3.032 -0.877 -0.908
H 1.772 3.040 1.926
H 0.176 2.529 1.446
H 1.573 1.079 3.163
H 2.423 0.494 1.733
H 2.791 -1.096 3.045
H 3.751 -3.250 3.641
H 2.477 -5.341 3.281
H 0.170 -5.239 2.397
H -0.819 -3.088 1.776
H -1.004 2.154 2.904
H -2.574 2.599 4.718
H -3.574 0.732 5.995
H -2.956 -1.608 5.456
H -1.402 -2.081 3.631
H 2.786 2.219 -0.112
H 1.463 3.312 -0.477
H 0.378 0.005 -3.819
H -0.558 1.007 -5.857
H -1.173 3.402 -5.891
H -0.833 4.802 -3.891
H 0.081 3.828 -1.833
H 2.762 1.194 -3.603
H 4.802 -0.008 -4.231
H 5.740 -1.741 -2.740
H 4.605 -2.295 -0.614
H 2.536 -1.136 0.018
C 0.125 -3.954 -2.071
C -0.054 -2.534 -1.701
O -0.616 -1.656 -2.386
O 0.360 -2.111 -0.532
H -0.856 -4.430 -2.137
H 0.734 -4.456 -1.323
H 0.580 -4.039 -3.058
C -3.469 -0.678 -1.892
C -3.432 0.756 -1.434
O -2.296 0.995 -0.530
C -2.354 2.327 0.090
C -3.449 2.438 1.132
H -4.400 -0.850 -2.433
H -3.473 -1.363 -1.034
H -2.660 -0.913 -2.579
H -4.339 1.003 -0.886
H -3.330 1.446 -2.274
H -2.482 3.060 -0.708
H -1.378 2.467 0.550
H -4.444 2.460 0.691
H -3.318 3.378 1.667
H -3.399 1.613 1.842
*
```

E_tot, eV: -61677.322
F_max, Eh/bohr: 0.0356
Orbital gap (spin up / spin down), eV: 5.25 / 5.73
Energy above the lowest of the compared OMol25 structures with the same formula, charge and spin, kJ/mol: 60.9
Expectation value of S²: 0.760
E_HOMO (spin up / spin down), Eh: -0.6342 / -0.6343

---

(3)
This record from the Open Molecules 2025 dataset describes C33H40BF3N11OS3V as an isolated structure. The level of theory is ωB97M-V/def2-TZVPD.

Geometry as ORCA input:
```
! RIJCOSX wB97M-V def2-TZVPD def2/J DEFGRID3
* xyz 0 3
V 0.101 0.846 -0.730
C 0.869 -4.057 -3.806
C 1.442 -3.676 -2.482
C 2.730 -3.948 -1.985
C 2.751 -3.370 -0.740
N 1.542 -2.807 -0.514
N 0.746 -2.987 -1.589
B 1.232 -1.932 0.706
N -1.604 -2.347 0.326
C -2.070 -3.261 1.221
C -3.065 -3.951 0.587
C -3.147 -3.371 -0.705
C -4.088 -3.761 -1.795
N -2.264 -2.402 -0.846
N 2.173 -0.707 0.680
C 3.360 -0.633 1.304
C 4.039 0.454 0.807
C 3.181 1.023 -0.146
C 3.487 2.238 -0.956
N 2.056 0.310 -0.220
N 1.427 -2.698 2.004
C 1.811 -3.972 2.255
C 1.786 -4.157 3.614
C 1.364 -2.915 4.138
C 1.119 -2.540 5.562
N 1.152 -2.049 3.161
H 0.888 -5.140 -3.926
H -0.160 -3.712 -3.894
H 1.462 -3.626 -4.615
H 3.526 -4.487 -2.471
H 3.541 -3.315 -0.009
H -1.640 -3.349 2.206
H -3.659 -4.762 0.973
H -5.059 -4.015 -1.370
H -4.204 -2.950 -2.511
H -3.717 -4.640 -2.326
H 3.630 -1.349 2.062
H 5.015 0.806 1.093
H 3.586 3.098 -0.294
H 4.443 2.103 -1.464
H 2.719 2.446 -1.696
H 2.055 -4.652 1.455
H 2.038 -5.047 4.165
H 1.734 -3.137 6.233
H 1.343 -1.484 5.710
H 0.072 -2.702 5.825
O -0.418 -0.562 -2.172
C -0.823 -0.256 -3.502
C 0.376 0.035 -4.401
C 1.373 0.981 -3.717
C 0.747 2.257 -3.199
C 0.736 3.374 -3.971
C 0.283 4.628 -3.416
C -0.185 4.688 -2.166
C -0.348 3.441 -1.348
N 0.269 2.229 -1.918
H -0.124 -1.513 -2.087
H -1.454 0.632 -3.444
H -1.423 -1.076 -3.904
H 0.012 0.468 -5.335
H 0.901 -0.895 -4.643
H 2.160 1.235 -4.426
H 1.831 0.451 -2.878
H 1.120 3.340 -4.981
H 0.359 5.524 -4.020
H -0.511 5.616 -1.712
H -1.427 3.255 -1.226
S -0.517 -1.098 0.756
S -2.758 1.074 -0.934
C -3.225 1.388 0.625
N -3.328 0.472 1.591
C -3.458 0.949 2.957
C -4.131 2.317 2.867
S -3.771 2.940 1.188
H -2.969 -0.455 1.413
H -2.470 1.027 3.419
H -4.064 0.252 3.537
H -3.727 3.019 3.591
H -5.212 2.252 2.973
F 0.000 6.131 3.694
C -0.955 5.279 3.264
F -1.486 4.718 4.379
F -1.930 6.036 2.717
C -0.418 4.257 2.313
C 0.043 2.987 2.825
C 0.255 1.989 1.921
N 0.209 2.152 0.584
C 0.230 3.531 0.076
C -0.441 4.504 0.996
H 0.099 2.798 3.886
H 0.422 0.971 2.271
H 1.292 3.830 -0.030
H -0.883 5.406 0.592
*
```

E_tot, eV: -120334.533
F_max, Eh/bohr: 0.0600
Orbital gap (spin up / spin down), eV: 6.32 / 6.96
Energy above the lowest of the compared OMol25 structures with the same formula, charge and spin, kJ/mol: 156.8
Expectation value of S²: 2.023
E_HOMO (spin up / spin down), Eh: -0.2274 / -0.2427